DFT (wB97M-V/def2-TZVPD) results for 9 unconnected molecules or ions with the total composition C52H82BN2O30PS.

Results
M in g/mol: 1289.065
HOMO energy in eV: -7.965
Gap between HOMO and LUMO in eV: 7.53
LUMO in eV: -0.432
SMILES: CCOCC[C@@H]1[N@H+]([PH2]=S)CCN(B(O)OC)[C@@]1(C[C@H](C)OCc1ccccc1)C(=O)[O-].C[C@@H]1COC(=O)O1.C[C@@H]1COC(=O)O1.C[C@@H]1COC(=O)O1.C[C@@H]1COC(=O)O1.C[C@@H]1COC(=O)O1.C[C@@H]1COC(=O)O1.C[C@@H]1COC(=O)O1.C[C@@H]1COC(=O)O1

```
169
Properties=species:S:1:pos:R:3:forces:R:3:lowdin_charge:R:1
C 0.915517 -1.406122 7.008240 0.556 -0.284 0.341 -0.10
C 0.964743 -3.073869 6.889510 -0.217 1.826 1.300 -0.24
O 2.116490 -3.373026 6.025782 -2.491 -1.571 -1.127 -0.23
C 1.671855 -4.021342 4.746940 0.602 0.196 0.083 -0.20
C 1.282857 -2.827070 3.698815 1.101 -0.072 1.128 -0.08
C 0.738096 -3.292050 2.226570 -3.234 2.189 1.577 -0.19
N 1.590342 -4.286711 1.481689 1.687 0.452 0.051 -0.24
P 1.371876 -6.008703 1.970546 -2.142 -3.099 -1.021 0.44
S -0.497289 -6.625334 1.780028 1.424 0.842 0.501 0.19
C 3.030122 -3.806449 1.514814 2.102 0.038 -1.587 -0.14
C 3.048108 -2.338408 0.807086 1.415 0.083 -1.621 -0.11
N 1.979046 -1.381524 1.109897 0.266 0.779 1.283 0.00
B 2.339566 0.011442 1.453122 0.295 2.021 0.588 -0.52
O 2.448271 0.389062 2.906877 1.986 -1.302 -2.164 0.02
O 2.672195 1.123901 0.499412 1.185 -2.864 2.695 -0.07
C 4.016429 1.621409 0.887839 0.844 0.431 -0.385 -0.09
C 0.610881 -1.860391 1.363344 -1.284 -1.009 -1.225 -0.23
C -0.433600 -0.785712 2.081529 -0.906 -0.538 0.544 -0.03
C -1.944696 -1.449276 2.360269 -0.765 1.813 -1.585 -0.29
C -2.966043 -0.123374 2.356815 -0.725 -0.200 0.715 -0.07
O -1.994848 -2.222324 3.604431 -1.265 0.823 -0.574 -0.21
C -3.353661 -2.443914 4.104145 -1.142 -1.343 0.906 -0.19
C -4.397436 -3.131289 3.039706 -3.325 -1.297 -2.575 -0.12
C -5.943480 -2.511927 3.017943 0.496 -2.513 -2.171 -0.01
C -7.147496 -3.055739 2.045957 4.602 -1.928 0.163 -0.06
C -6.810107 -4.324556 1.041519 2.656 1.779 2.736 -0.08
C -5.297870 -4.967543 1.062476 -0.708 2.599 1.953 -0.07
C -4.067667 -4.391845 2.032565 -4.012 2.158 0.489 0.00
C -0.084579 -2.095117 -0.142721 -2.234 0.487 -5.521 -0.36
O -0.815377 -3.208576 -0.428328 4.059 4.817 2.230 -0.14
O 0.094324 -1.007594 -1.127993 -0.569 -5.425 5.746 -0.23
H 0.842883 -1.079173 8.142695 -0.128 -0.648 -2.403 0.08
H 1.965378 -1.012437 6.627854 -2.273 -0.830 0.680 0.09
H 0.056798 -0.927313 6.373854 1.630 -0.906 1.255 0.07
H -0.059684 -3.504803 6.523302 2.048 0.745 0.380 0.12
H 1.139589 -3.470691 7.993148 -0.083 0.533 -2.471 0.13
H 2.637380 -4.618912 4.378107 -2.142 1.201 0.853 0.11
H 0.762706 -4.767451 4.946645 1.958 1.540 -0.478 0.14
H 2.258764 -2.143296 3.613794 -2.183 -1.554 0.001 0.14
H 0.510667 -2.144128 4.302403 1.321 -1.709 -1.920 0.13
H -0.327326 -3.803274 2.372329 2.237 1.260 -0.550 0.14
H 1.371197 -4.337977 0.438627 -0.704 0.553 1.208 0.17
H 1.962910 -6.345340 3.236959 0.124 0.942 -0.771 0.01
H 2.115376 -6.782605 0.965998 0.064 1.370 0.987 0.02
H 3.565904 -3.894086 2.545804 -1.537 0.258 -1.764 0.14
H 3.623882 -4.538540 0.780856 -1.316 1.739 1.749 0.13
H 4.102242 -1.840410 1.050351 -2.147 -1.123 -0.436 0.16
H 3.074319 -2.528280 -0.371335 -0.100 0.120 2.256 0.16
H 3.349828 0.016894 3.200523 -2.168 0.755 -0.312 0.12
H 4.626984 0.848099 1.544867 -1.260 1.604 -1.220 0.10
H 3.919290 2.638908 1.465830 0.305 -2.024 -1.160 0.12
H 4.645471 1.742948 -0.115800 -1.395 -0.040 2.237 0.11
H -0.659256 0.143362 1.366102 0.970 -2.272 1.395 0.14
H -0.084737 -0.411360 3.133654 -0.340 -0.616 -2.086 0.13
H -2.322176 -2.124141 1.485209 1.036 1.129 1.441 0.14
H -2.861480 0.504392 3.366193 0.056 -1.386 -2.214 0.10
H -2.792605 0.578763 1.430460 -0.082 -1.501 1.827 0.10
H -4.109905 -0.446255 2.304375 2.490 0.511 0.124 0.09
H -3.249047 -3.226929 5.000549 0.034 1.666 -2.011 0.14
H -3.848337 -1.486193 4.617808 1.086 -1.876 -1.552 0.14
H -6.192098 -1.632749 3.753982 0.515 -1.842 -1.620 0.07
H -8.195210 -2.536335 2.090639 2.284 -1.199 -0.109 0.08
H -7.696427 -4.732046 0.354319 2.434 0.847 1.617 0.08
H -5.056637 -5.882617 0.353691 -0.563 2.183 1.652 0.08
H -2.986368 -4.853263 2.018750 -2.461 0.950 -0.132 0.05
C -4.696406 2.844471 3.294043 0.467 -0.110 0.364 -0.02
C -6.096437 2.305936 3.083874 1.115 0.792 -0.381 -0.35
C -7.162795 3.156888 3.705436 -0.023 0.998 -0.340 -0.10
O -8.204545 2.222711 3.923415 0.053 -1.296 0.282 0.07
C -7.597832 1.008610 4.098828 -0.794 -1.458 0.638 -0.51
O -8.160141 0.010092 4.510323 1.081 1.811 -0.815 0.12
O -6.274826 1.068601 3.754657 -1.363 -0.656 0.733 0.06
H -4.480211 2.979677 4.359693 -0.185 -0.083 -0.017 0.09
H -3.953588 2.137281 2.911957 -0.225 0.278 -0.081 0.04
H -4.563543 3.804069 2.784918 -0.062 -0.398 0.310 0.08
H -6.281485 2.139564 2.015567 -0.047 -0.130 0.598 0.14
H -7.493187 3.962836 3.044147 -0.064 -0.302 0.194 0.13
H -6.872730 3.581927 4.672321 0.174 -0.083 -0.060 0.14
C 2.735017 2.126294 -2.525150 0.085 0.262 0.163 -0.01
C 3.424770 2.587518 -3.792348 -1.097 -0.643 0.841 -0.35
C 4.342881 1.558586 -4.380522 -0.332 -0.743 -0.336 -0.12
O 5.266978 2.355323 -5.099339 0.311 0.952 0.242 0.06
C 5.320554 3.558233 -4.448917 1.681 1.769 -0.393 -0.51
O 6.156638 4.418320 -4.658134 -1.810 -1.885 0.447 0.14
O 4.312436 3.662582 -3.529567 1.004 0.180 -0.715 0.08
H 3.463914 1.813127 -1.769327 -0.172 -0.027 -0.321 0.05
H 2.159524 2.945757 -2.083365 -0.046 -0.142 -0.111 0.08
H 2.058640 1.290079 -2.727508 0.070 0.095 0.078 0.10
H 2.682976 2.934058 -4.522318 0.118 -0.090 -0.053 0.16
H 3.822307 0.866204 -5.048073 0.215 0.160 -0.012 0.14
H 4.894281 0.985225 -3.627611 -0.175 0.068 0.097 0.14
C -8.069342 4.622449 -2.810105 0.291 0.063 -0.439 -0.02
C -7.893466 3.912804 -1.483550 -0.790 0.420 -1.347 -0.33
C -8.537139 4.628218 -0.334008 -1.071 0.364 -0.176 -0.10
O -7.769638 4.178940 0.768052 1.330 -0.413 0.142 0.05
C -6.524960 3.894213 0.275489 1.441 0.040 0.158 -0.46
O -5.543959 3.678797 0.963813 -1.963 0.951 -2.198 0.10
O -6.529814 3.888852 -1.092848 0.448 -0.206 1.688 0.10
H -7.691732 5.649954 -2.762394 -0.387 -0.572 0.084 0.05
H -7.497247 4.115545 -3.593458 -0.177 -0.091 0.087 0.09
H -9.122886 4.649526 -3.105064 0.072 -0.155 0.098 0.09
H -8.239913 2.874913 -1.560748 -0.003 0.055 0.150 0.16
H -9.590322 4.360269 -0.211442 0.231 -0.068 0.181 0.15
H -8.448664 5.718253 -0.394487 0.073 -0.180 -0.191 0.13
C -2.702896 8.747202 -3.117805 0.009 0.258 0.410 -0.01
C -3.674848 7.588913 -3.028625 1.354 0.574 -0.458 -0.35
C -4.538058 7.439099 -4.245178 0.516 -0.253 -0.875 -0.11
O -5.680654 6.783990 -3.724839 -0.625 0.182 1.261 0.06
C -5.774601 7.164461 -2.413608 -0.900 -0.100 0.947 -0.47
O -6.744460 6.963571 -1.705389 1.932 0.797 -1.029 0.11
O -4.635498 7.804474 -2.007130 -1.516 -0.646 -0.002 0.10
H -3.227114 9.689716 -3.311443 -0.015 -0.191 -0.067 0.09
H -2.171879 8.874363 -2.169260 0.035 -0.103 -0.153 0.08
H -1.968982 8.584488 -3.913155 -0.124 -0.071 0.111 0.09
H -3.137779 6.661331 -2.795486 -0.157 0.017 -0.156 0.16
H -4.062731 6.835687 -5.023620 -0.243 -0.074 0.214 0.14
H -4.854689 8.395333 -4.675320 0.133 0.052 0.145 0.14
C -3.079369 -0.243528 -3.391850 -0.362 0.051 0.262 -0.01
C -2.898671 0.908765 -4.358207 0.048 -1.543 0.486 -0.35
C -1.499236 1.445431 -4.392111 0.719 -0.634 -0.149 -0.11
O -1.699019 2.780534 -4.819931 -0.942 0.854 0.148 0.06
C -2.947831 3.136782 -4.388112 -0.811 1.625 0.108 -0.50
O -3.380363 4.274958 -4.393440 0.868 -2.056 -0.009 0.13
O -3.642601 2.044141 -3.945586 0.433 1.474 -0.426 0.09
H -2.771952 0.037889 -2.378474 0.145 -0.050 -0.233 0.09
H -4.134219 -0.528815 -3.330303 0.139 -0.022 -0.143 0.09
H -2.496603 -1.115093 -3.705612 -0.043 0.173 0.067 0.10
H -3.247784 0.622558 -5.357912 0.120 0.096 0.003 0.16
H -0.859807 0.902235 -5.093597 -0.079 0.253 0.038 0.14
H -1.016734 1.466771 -3.409055 -0.163 -0.203 0.004 0.14
C 8.997104 -4.302798 0.128862 0.029 0.243 0.385 -0.01
C 8.025152 -5.461087 0.218042 1.359 0.663 -0.516 -0.35
C 7.161942 -5.610901 -0.998511 0.562 -0.087 -0.930 -0.11
O 6.019346 -6.266010 -0.478173 -0.712 0.092 1.418 0.07
C 5.925399 -5.885539 0.833058 -0.847 -0.336 0.778 -0.50
O 4.955540 -6.086429 1.541278 1.641 0.255 -1.178 0.08
O 7.064502 -5.245526 1.239537 -1.579 -0.646 0.040 0.09
H 8.472886 -3.360284 -0.064776 0.011 -0.221 -0.103 0.10
H 9.528121 -4.175637 1.077406 0.006 -0.126 -0.160 0.09
H 9.731018 -4.465512 -0.666489 -0.164 -0.021 0.093 0.09
H 8.562221 -6.388669 0.451181 -0.124 0.020 -0.077 0.16
H 7.637269 -6.214313 -1.776953 -0.253 0.045 0.117 0.14
H 6.845311 -4.654667 -1.428653 0.202 -0.007 0.083 0.15
C 0.220631 4.215563 0.988150 -0.351 0.002 0.224 -0.01
C 0.401329 5.367856 0.021793 -0.006 -1.379 0.492 -0.35
C 1.800764 5.904522 -0.012111 0.670 -0.499 -0.319 -0.12
O 1.600981 7.239625 -0.439931 -0.841 0.610 0.196 0.07
C 0.352169 7.595873 -0.008112 -0.857 2.130 0.049 -0.50
O -0.080363 8.734049 -0.013440 0.902 -2.397 -0.051 0.13
O -0.342601 6.503232 0.434414 0.388 1.171 -0.354 0.09
H 0.528048 4.496980 2.001526 0.067 0.046 -0.195 0.09
H -0.834219 3.930276 1.049697 0.148 -0.033 -0.119 0.09
H 0.803397 3.343997 0.674388 -0.053 0.090 -0.037 0.08
H 0.052216 5.081649 -0.977912 0.125 0.054 0.013 0.16
H 2.440193 5.361326 -0.713597 -0.046 0.260 0.019 0.14
H 2.283266 5.925862 0.970945 -0.155 -0.141 0.012 0.14
C 9.683671 -8.242447 -4.762904 -0.286 -0.089 0.336 -0.02
C 9.623314 -6.801348 -5.225360 0.102 -1.479 -0.219 -0.35
C 10.973663 -6.184515 -5.434289 0.563 -0.299 -0.649 -0.11
O 10.707333 -4.806280 -5.247260 -0.860 0.418 0.732 0.07
C 9.644868 -4.736180 -4.387512 -0.539 2.047 0.909 -0.50
O 9.268183 -3.716503 -3.838946 0.741 -2.214 -1.045 0.13
O 9.066322 -5.965327 -4.223563 0.246 1.153 0.151 0.07
H 10.274830 -8.339233 -3.845410 0.022 0.108 -0.187 0.09
H 8.680132 -8.610789 -4.528126 0.120 0.012 -0.175 0.09
H 10.123293 -8.884428 -5.532502 -0.088 0.146 0.067 0.09
H 8.995891 -6.717350 -6.121178 0.140 0.064 0.034 0.16
H 11.369252 -6.373241 -6.436241 -0.050 0.227 0.161 0.15
H 11.715058 -6.496549 -4.690898 -0.145 -0.141 -0.014 0.14
```
Forces are in eV/Å.